[1]
Density functional theory data (the ωB97M-V functional and the def2-TZVPD basis) for a structure of composition C3H10OSSi.

- relative energy (zero: lowest compared OMol25 entry of this formula, charge and spin) (kJ/mol) = 411.0
- total energy (Ha) = -883.09487
- HOMO energy (eV) = -7.8
- LUMO (eV) = -0.31
- multiplicity = 1
- Kohn-Sham gap (eV) = 7.5326

Geometry (Å):
C -0.03 1.93 0.06
C 0.01 0.75 -0.89
C -1.31 -0.11 -0.63
O 0.12 -2.24 -1.69
Si 1.08 -1.72 1.48
S -0.80 -1.96 -0.57
H -0.86 2.62 -0.05
H -0.11 1.62 1.19
H 0.85 2.44 -0.03
H 0.90 0.25 -0.72
H 0.03 1.14 -2.00
H -2.04 -0.07 -1.49
H -1.67 0.19 0.38
H 2.29 -1.53 0.57
H 0.51 -0.46 1.90
H 1.01 -2.85 2.49

[2]
Density functional theory data (the ωB97M-V functional and the def2-TZVPD basis) for a cluster of 2 separate species, C3H10OSi in total.

- relative energy (zero: lowest compared OMol25 entry of this formula, charge and spin) (kJ/mol) = 390.2
- total energy (Ha) = -484.89372
- HOMO energy (spin up / spin down) (eV) = -7.7 / -6.9
- LUMO (spin up / spin down) (eV) = 0.04 / 0.62
- multiplicity = 1
- Kohn-Sham gap (spin up / spin down) (eV) = 7.7555 / 7.5463

Geometry (Å):
C -2.07 1.72 2.29
C 0.42 -1.58 -2.96
C 1.28 0.63 0.49
O -1.13 0.79 2.17
Si 0.37 0.21 2.11
H -2.98 1.50 2.91
H -2.11 2.39 1.49
H 0.01 -2.52 -2.69
H 1.00 -1.76 -3.74
H -0.41 -0.87 -3.26
H 0.97 -1.13 -2.01
H 2.30 0.12 0.53
H 0.89 0.09 -0.30
H 1.20 1.64 0.32
H 0.26 -1.23 2.65

[3]
Density functional theory data (the ωB97M-V functional and the def2-TZVPD basis) for the molecule C3H10OSi.

- relative energy (zero: lowest compared OMol25 entry of this formula, charge and spin) (kJ/mol) = 517.4
- total energy (Ha) = -484.84527
- HOMO energy (eV) = -8.8
- LUMO (eV) = -0.97
- multiplicity = 1
- Kohn-Sham gap (eV) = 7.8609

Geometry (Å):
C 0.55 1.36 1.56
C 0.79 -1.89 -1.01
C -0.54 0.50 0.95
O 0.39 -0.61 -0.93
Si -0.97 0.41 -0.79
H 1.16 1.68 0.69
H -0.07 2.15 1.82
H 0.89 0.89 2.47
H 1.47 -1.84 -1.91
H 0.05 -2.67 -1.33
H 1.40 -2.31 -0.19
H -1.15 -0.11 1.62
H -1.97 -0.57 -1.24
H -1.89 1.51 -0.44
H -0.11 1.49 -1.28

[4]
Density functional theory data (the ωB97M-V functional and the def2-TZVPD basis) for a cluster of 2 separate species, C3H10S in total.

- relative energy (zero: lowest compared OMol25 entry of this formula, charge and spin) (kJ/mol) = 60.9
- total energy (Ha) = -518.44862
- HOMO energy (eV) = -9.8
- LUMO (eV) = 0.88
- SMILES string = CCC.S
- multiplicity = 1
- Kohn-Sham gap (eV) = 10.6700

Geometry (Å):
C -1.16 0.94 0.93
C -0.05 0.87 -0.07
C -0.49 0.42 -1.47
H -2.08 1.30 0.44
H -0.87 1.55 1.79
H -1.71 0.06 1.31
H 0.82 0.24 0.17
H 0.39 1.86 -0.18
H -0.05 1.04 -2.26
H -0.49 -0.65 -1.70
H -1.56 0.62 -1.63
S 2.45 -3.31 0.72
H 2.89 -2.70 1.84
H 1.92 -2.23 0.12

| no. | F_max (eV/Å) |
| --- | --- |
| 1 | 4.3 |
| 2 | 5.9 |
| 3 | 4.1 |
| 4 | 1.7 |